This record from the Open Molecules 2025 dataset describes a cluster of 10 separate species, C52H103INO10 in total. The level of theory is wB97M-V/def2-TZVPD.

Summary:
Multiplicity: 2
HOMO energy (alpha / beta) in eV: -8.151 / -8.443
Energy above the lowest of the compared OMol25 structures with the same formula, charge and spin in eV: 1.442
Electronic energy in hartree: -3147.82420
Molar mass in g/mol: 1029.30
Gap between HOMO and LUMO (alpha / beta) in eV: 8.479 / 8.771

Each line ends with the Löwdin charge.
Cartesian coordinates (Å):
C 4.806292 -0.607872 1.207675  -0.0942
C 4.343160 -2.066816 1.554929  -0.2349
C 4.089536 -2.985123 0.298181  -0.2261
C 5.389503 -3.510608 -0.407921  -0.1886
C 6.282254 -2.419931 -1.101449  -0.1967
C 5.493436 -1.341656 -1.928522  -0.2130
C 5.816555 -1.368105 -3.478033  -0.1874
C 4.835589 -0.395580 -4.264745  -0.1998
C 4.465599 0.867457 -3.414451  -0.2232
C 3.864548 2.066413 -4.226667  -0.1899
C 2.602005 2.558834 -3.407285  -0.2294
C 2.967033 3.003728 -1.938746  -0.1910
C 2.386431 2.076994 -0.804947  -0.2052
C 0.971837 2.558608 -0.265044  -0.1899
C 0.153891 1.417416 0.451703  -0.1907
C -1.132740 0.906686 -0.281295  -0.2343
C -0.924330 0.128740 -1.636347  -0.6553
I -1.090389 1.640893 -3.240635  0.9920
C -2.156034 -0.837611 -1.807408  -0.1840
C -2.094840 -1.821135 -3.035749  -0.4378
C -2.891022 -3.139358 -2.578107  -0.0247
C -2.938462 -1.275431 -4.257911  -0.0688
N -0.740100 -2.271829 -3.419954  -0.1160
O -0.277753 -1.674625 -4.475724  -0.0271
C 0.257627 -2.155059 -2.334363  -0.4366
C 0.069973 -3.165367 -1.143597  -0.0295
C 1.666879 -2.520803 -2.980569  -0.0220
C 0.411097 -0.701925 -1.737350  -0.1324
H 5.898909 -0.628346 0.970383  0.0638
H 4.687255 0.042736 2.110107  0.0672
H 4.218952 -0.235009 0.342008  0.0591
H 3.338575 -1.966991 2.048660  0.0998
H 4.985920 -2.582050 2.309527  0.0977
H 3.347748 -2.530106 -0.406455  0.0699
H 3.570360 -3.896891 0.703683  0.1039
H 5.170092 -4.331732 -1.135110  0.1036
H 6.023010 -3.968528 0.399763  0.0999
H 6.984807 -1.901271 -0.406942  0.0983
H 6.937507 -2.965341 -1.829941  0.0658
H 4.386717 -1.415727 -1.853726  0.0833
H 5.806468 -0.344833 -1.528875  0.0977
H 6.882826 -1.114581 -3.683077  0.1114
H 5.609733 -2.398081 -3.869972  0.1059
H 5.364290 -0.124333 -5.210929  0.1059
H 3.887396 -0.920960 -4.546927  0.0978
H 5.406422 1.220608 -2.923724  0.1154
H 3.730343 0.555687 -2.639067  0.0802
H 3.461570 1.767911 -5.229233  0.1070
H 4.589382 2.891131 -4.398246  0.1056
H 2.064030 3.400087 -3.899689  0.0973
H 1.917281 1.679605 -3.366687  0.0355
H 2.635894 4.044950 -1.717419  0.1081
H 4.081824 2.986109 -1.824984  0.1062
H 2.404657 0.994193 -1.058559  0.0685
H 3.080132 2.199394 0.066247  0.0906
H 0.397289 3.126206 -1.033145  0.0710
H 1.225360 3.314035 0.524922  0.0943
H -0.202626 1.858225 1.420868  0.0921
H 0.861863 0.606968 0.753063  0.1037
H -1.724960 0.279710 0.434381  0.1175
H -1.779565 1.788775 -0.510019  0.0813
H -2.244777 -1.411126 -0.853069  0.1067
H -3.090873 -0.234950 -1.907307  0.1081
H -2.178564 -3.982853 -2.453683  0.0744
H -3.616178 -3.424640 -3.370250  0.0719
H -3.451133 -2.958533 -1.628456  0.0685
H -3.202807 -2.103449 -4.948160  0.0812
H -3.877798 -0.844002 -3.836010  0.0825
H -2.425250 -0.463663 -4.808266  0.0182
H 0.288320 -4.187582 -1.531106  0.0950
H -0.944052 -3.111516 -0.686726  0.0738
H 0.791257 -2.911620 -0.328338  0.0816
H 1.575860 -3.265581 -3.797668  0.0948
H 2.257956 -1.626041 -3.257703  0.0591
H 2.245842 -3.033307 -2.163755  0.0665
H 0.954084 -0.814774 -0.771868  0.1098
H 1.100072 -0.116565 -2.395663  0.0703
C 7.243008 -6.622247 -3.879035  -0.0195
C 8.146296 -5.435544 -3.671194  -0.4895
O 7.766056 -4.452186 -3.075096  0.0582
C 9.540537 -5.519463 -4.233806  -0.0217
H 6.273616 -6.422754 -3.422885  0.0802
H 7.099202 -6.798130 -4.946569  0.0865
H 7.676709 -7.506960 -3.409304  0.0855
H 9.497740 -5.646945 -5.316943  0.0860
H 10.075433 -6.355649 -3.779808  0.0850
H 10.076434 -4.597512 -4.010191  0.0832
C 2.924100 4.580414 3.162343  -0.0204
C 3.846196 4.999646 2.051624  -0.4873
O 3.905626 4.374977 1.014148  0.0597
C 4.692410 6.225253 2.277522  -0.0232
H 2.379459 3.685709 2.860433  0.0760
H 3.502792 4.352645 4.059985  0.0830
H 2.206525 5.372598 3.369019  0.0590
H 5.348063 6.070857 3.136285  0.0834
H 4.052406 7.093100 2.446653  0.0840
H 5.306333 6.408460 1.395649  0.0792
C 7.028788 0.780241 4.460133  -0.0239
C 5.685421 1.082492 5.069603  -0.5081
O 4.926335 1.876491 4.557945  0.0559
C 5.321991 0.359313 6.339434  -0.0198
H 7.154395 1.370614 3.552655  0.0826
H 7.823468 1.041540 5.161508  0.0836
H 7.089529 -0.278665 4.200882  0.0830
H 6.040547 0.601492 7.124690  0.0845
H 5.308325 -0.718226 6.163363  0.0847
H 4.330166 0.674282 6.662789  0.0815
C -1.193216 3.474311 4.069775  -0.0135
C -1.029209 4.970722 4.053805  -0.4847
O 0.066691 5.483151 3.975911  0.0573
C -2.280376 5.802476 4.138163  -0.0196
H -0.212797 3.002223 4.002857  0.0769
H -1.670990 3.162365 5.000101  0.0897
H -1.794928 3.156843 3.215922  0.0813
H -2.805160 5.591535 5.070937  0.0807
H -2.928289 5.585237 3.287324  0.0758
H -2.014054 6.859412 4.115831  0.0838
C -5.915240 4.952934 2.665787  -0.0272
C -6.019543 5.231522 4.142299  -0.5096
O -5.311310 4.661085 4.941997  0.0560
C -7.039394 6.247502 4.584628  -0.0238
H -5.143313 4.203274 2.492694  0.0795
H -6.866007 4.570025 2.290947  0.0855
H -5.643702 5.866214 2.132699  0.0868
H -8.039764 5.921562 4.294187  0.0847
H -6.817304 7.217514 4.136008  0.0859
H -7.003985 6.346449 5.669113  0.0827
C 5.679197 -6.288724 4.251002  -0.0244
C 6.555945 -5.084131 4.469472  -0.5116
O 6.150029 -4.109256 5.064859  0.0542
C 7.956895 -5.137746 3.919299  -0.0244
H 4.702035 -6.109830 4.698599  0.0825
H 5.548384 -6.464867 3.181635  0.0842
H 6.126184 -7.165381 4.723430  0.0848
H 7.926716 -5.263210 2.835275  0.0827
H 8.505427 -5.963103 4.376869  0.0849
H 8.471172 -4.205120 4.149661  0.0811
C -6.986607 -1.098479 -2.241652  -0.0157
C -6.332179 -1.853015 -1.117624  -0.4969
O -5.305742 -1.459735 -0.605021  0.0481
C -7.003196 -3.117705 -0.653863  -0.0167
H -6.397679 -0.210295 -2.472286  0.0803
H -7.036595 -1.727754 -3.132741  0.0885
H -7.989600 -0.787900 -1.943226  0.0623
H -7.054842 -3.834571 -1.475831  0.0877
H -8.007266 -2.891117 -0.290251  0.0663
H -6.424960 -3.557049 0.159130  0.0831
C -11.411087 -2.972818 -0.618075  -0.0193
C -11.244352 -1.477189 -0.684704  -0.4930
O -10.148715 -0.970278 -0.808483  0.0544
C -12.489035 -0.637187 -0.591711  -0.0202
H -10.434567 -3.450608 -0.697376  0.0692
H -11.863327 -3.254608 0.334332  0.0882
H -12.036559 -3.314385 -1.444546  0.0878
H -12.988494 -0.815935 0.361954  0.0926
H -13.161832 -0.876121 -1.417144  0.0924
H -12.221622 0.415880 -0.653279  0.0600
C -14.467353 4.639043 -0.919776  -0.0247
C -13.582862 3.507283 -0.467885  -0.5034
O -13.991199 2.367565 -0.424459  0.0614
C -12.170182 3.848481 -0.071953  -0.0217
H -15.452606 4.248771 -1.172897  0.0824
H -14.575046 5.370687 -0.117049  0.0856
H -14.040333 5.114728 -1.804458  0.0862
H -12.177234 4.545507 0.767950  0.0857
H -11.642347 4.289556 -0.919356  0.0876
H -11.649494 2.940186 0.230753  0.0775

Cartesian forces (eV/Å) of the 2 atoms listed first:
C 0.58 -0.85 0.71
C -1.14 0.32 -0.51

---

This record from the Open Molecules 2025 dataset describes a structure of composition C52H104O26S13. The level of theory is wB97M-V/def2-TZVPD.

Summary:
HOMO energy in eV: -9.488
Energy above the lowest of the compared OMol25 structures with the same formula, charge and spin in eV: 5.806
Electronic energy in hartree: -9176.13010
Molar mass in g/mol: 1562.25
Gap between HOMO and LUMO in eV: 9.117

Each line ends with the Löwdin charge.
Cartesian coordinates (Å):
C 3.030048 5.235559 0.573474  -0.2319
C 2.031834 4.964369 1.702545  -0.2182
C 2.500533 5.655541 3.012642  -0.1758
S 4.218477 6.298173 2.669398  0.6938
O 5.073506 5.994232 3.802217  -0.3309
O 4.015332 7.689079 2.326648  -0.3313
C 4.421817 5.308602 1.167114  -0.2123
H 2.692469 6.178614 0.135304  0.1178
H 2.886140 4.456379 -0.176136  0.1052
H 2.063595 3.892503 1.922833  0.0867
H 0.994490 5.167197 1.442409  0.1031
H 2.642763 4.812066 3.688301  0.0694
H 1.758324 6.319634 3.441764  0.1054
H 4.626455 4.321256 1.598048  0.0834
H 5.259861 5.600192 0.542573  0.1117
C -4.456133 -3.283803 2.001337  -0.1758
C -5.904414 -2.920370 2.446441  -0.1973
C -5.812072 -1.710894 3.361264  -0.2199
S -4.592482 -0.622570 2.632594  0.7131
O -3.535901 -0.249532 3.549330  -0.3089
O -5.358064 0.333975 1.862082  -0.3174
C -3.888735 -1.924048 1.548835  -0.2307
H -4.446166 -3.871746 1.084735  0.0941
H -3.779857 -3.684894 2.754050  0.1133
H -6.319659 -3.791770 2.950563  0.1144
H -6.468891 -2.694013 1.542257  0.1217
H -5.336637 -2.020574 4.295616  0.1087
H -6.719849 -1.144804 3.545150  0.1101
H -2.814371 -1.774577 1.469073  0.0571
H -4.261087 -1.661784 0.557298  0.0650
C 5.842086 -4.565673 1.024054  -0.2062
C 6.513932 -3.463990 1.874297  -0.2031
C 5.604404 -2.252498 1.822682  -0.1968
S 3.870460 -2.905694 1.902440  0.7218
O 3.139402 -2.357419 0.776349  -0.3425
O 3.236862 -2.949864 3.210192  -0.3273
C 4.372866 -4.612951 1.448470  -0.1891
H 6.400759 -5.473065 1.243730  0.1180
H 5.923073 -4.289350 -0.026786  0.0833
H 7.559013 -3.263341 1.658488  0.1222
H 6.445515 -3.902842 2.878030  0.1168
H 5.566749 -1.853089 0.805226  0.0922
H 5.767167 -1.412623 2.491751  0.0730
H 3.707516 -4.903436 0.638633  0.0724
H 4.307509 -5.267012 2.315981  0.1096
C 0.522805 5.363626 -2.925444  -0.2417
C 0.137539 5.296311 -4.404234  -0.2038
C -1.396274 5.451906 -4.562888  -0.1762
S -2.008130 5.409772 -2.831397  0.6860
O -3.114917 4.476882 -2.742848  -0.3292
O -2.139316 6.764948 -2.316300  -0.3261
C -0.529265 4.683631 -2.066068  -0.2151
H 0.655920 6.404203 -2.619492  0.1158
H 1.524112 4.957388 -2.751278  0.1061
H 0.395329 4.341514 -4.870162  0.0983
H 0.720158 5.990145 -5.011050  0.1122
H -1.806909 4.534160 -4.972990  0.0722
H -1.788051 6.381179 -4.962786  0.1040
H -0.656340 3.623854 -2.312455  0.0817
H -0.532443 4.690585 -0.980242  0.0960
C -0.531269 0.162575 -7.852662  -0.2013
C -0.403470 -0.927052 -6.786008  -0.1920
C -1.219408 -0.531949 -5.538502  -0.2021
S -1.821682 1.173431 -5.818946  0.6698
O -1.646005 1.961199 -4.631308  -0.3294
O -3.057038 1.125915 -6.580102  -0.3093
C -0.550662 1.507141 -7.073296  -0.2219
H -1.494850 0.170570 -8.360567  0.1102
H 0.262528 0.134329 -8.594754  0.1148
H 0.583208 -1.022139 -6.332815  0.1098
H -0.680109 -1.905329 -7.174849  0.1150
H -0.610104 -0.414558 -4.643911  0.0788
H -2.150196 -1.025302 -5.253486  0.0939
H 0.400403 1.719493 -6.577600  0.1010
H -0.807845 2.433827 -7.584728  0.1050
C -0.057679 -3.909168 1.969318  -0.2262
C -0.401267 -2.976267 0.841444  -0.2162
C 0.283845 -3.572200 -0.401539  -0.1963
S 0.164378 -5.351874 -0.176411  0.7982
O 1.471274 -5.965540 -0.274170  -0.3110
O -0.921075 -5.851393 -1.013791  -0.3121
C -0.376944 -5.354978 1.567588  -0.1489
H -0.482030 -3.624639 2.938560  0.1166
H 0.987815 -3.745110 2.258261  0.0991
H -0.002907 -1.972307 0.997278  0.0877
H -1.468685 -2.808054 0.663458  0.0783
H 1.319378 -3.241267 -0.300961  0.0778
H -0.117706 -3.282376 -1.370091  0.0395
H 0.075582 -6.175024 2.109727  0.1113
H -1.464789 -5.287860 1.606884  0.1063
C -4.075306 -5.358623 -1.979414  -0.1888
C -4.714710 -4.515020 -3.113576  -0.2011
C -3.727156 -3.443965 -3.628505  -0.2150
S -2.419208 -3.382662 -2.365504  0.6996
O -2.843393 -2.521208 -1.288008  -0.2905
O -1.104492 -3.124877 -2.905782  -0.3577
C -2.572834 -5.161825 -2.049119  -0.2420
H -4.420394 -6.387562 -2.008406  0.1174
H -4.384846 -4.902517 -1.035849  0.0915
H -5.655258 -4.039992 -2.836967  0.1095
H -4.993313 -5.156113 -3.951361  0.1076
H -4.178391 -2.466560 -3.782483  0.0846
H -3.335466 -3.752689 -4.597272  0.1023
H -2.019250 -5.421206 -1.146428  -0.0710
H -2.093079 -5.635825 -2.905660  0.1268
C -0.197513 -0.722268 3.797051  -0.2056
C 1.228916 -0.530518 4.289208  -0.2281
C 1.553828 -1.495222 5.449110  -0.2022
S -0.039030 -1.638366 6.325447  0.6837
O -0.091670 -0.720008 7.427616  -0.3229
O -0.359554 -3.024067 6.617571  -0.3458
C -1.129042 -1.003451 4.972466  -0.1930
H -0.207062 -1.570249 3.103824  0.0802
H -0.484853 0.099410 3.143284  0.1051
H 1.374275 0.514643 4.586849  0.1178
H 1.949185 -0.638815 3.477073  0.0707
H 2.211159 -1.219106 6.268048  0.0910
H 1.759015 -2.449996 4.971079  0.0783
H -1.679965 -0.130420 5.310045  0.1004
H -1.820864 -1.823124 4.800432  0.0825
C -4.159775 0.603734 -2.424473  -0.1731
C -4.729780 0.560828 -0.985979  -0.2309
C -5.359490 1.899490 -0.702887  -0.2233
S -6.357277 2.254426 -2.160274  0.6843
O -6.424487 3.656113 -2.511445  -0.3248
O -7.601268 1.516531 -2.161802  -0.3261
C -5.136297 1.454860 -3.267864  -0.1999
H -3.988629 -0.385172 -2.840330  0.0835
H -3.220580 1.154465 -2.359728  0.0905
H -3.980295 0.225371 -0.263187  0.0814
H -5.403233 -0.293649 -0.837546  0.1151
H -4.538833 2.619688 -0.652541  0.0861
H -6.027476 2.044485 0.145093  0.0972
H -4.613639 2.347780 -3.619467  0.0760
H -5.635625 1.066684 -4.153106  0.1029
C 2.036604 0.328248 -0.483029  -0.1958
C 1.385750 0.534062 -1.862142  -0.1955
C -0.114407 0.257149 -1.735480  -0.1933
S -0.582131 0.791591 -0.075287  0.7126
O -1.211265 -0.323894 0.602315  -0.3257
O -1.232973 2.076615 -0.227736  -0.3135
C 1.107547 1.016253 0.519216  -0.1898
H 3.083905 0.619246 -0.488401  0.1219
H 2.026979 -0.745136 -0.270569  0.0760
H 1.894301 -0.001714 -2.664820  0.0810
H 1.478243 1.573195 -2.202685  0.1153
H -0.292018 -0.820100 -1.682699  0.0846
H -0.796009 0.731335 -2.437725  0.0795
H 1.218213 0.806864 1.580933  0.0884
H 1.207287 2.105381 0.462133  0.0912
C 6.093367 0.575894 5.399088  -0.2022
C 6.664848 1.705849 4.545346  -0.1914
C 5.973760 1.685820 3.168684  -0.2207
S 4.288206 1.273796 3.501298  0.6815
O 3.780708 0.478823 2.370571  -0.3428
O 3.604496 2.491298 3.861113  -0.3003
C 4.652160 0.279311 4.975918  -0.2022
H 6.120429 0.725848 6.477979  0.1201
H 6.674221 -0.336654 5.249693  0.1117
H 7.747207 1.587024 4.575482  0.1171
H 6.469467 2.687399 4.981245  0.1211
H 6.415120 0.965735 2.479614  0.1029
H 5.915829 2.636384 2.639766  0.0944
H 4.641797 -0.747695 4.601227  0.0883
H 3.887951 0.343989 5.744850  0.1019
C 2.538912 -3.008487 -3.024901  -0.1687
C 3.204585 -4.325167 -2.590877  -0.2191
C 4.511642 -4.305595 -3.328096  -0.2226
S 5.180170 -2.665754 -3.006867  0.7026
O 5.922349 -2.146793 -4.149361  -0.3220
O 5.842436 -2.712212 -1.711835  -0.3377
C 3.583439 -1.904873 -2.719926  -0.2264
H 1.598664 -2.748305 -2.548534  0.0870
H 2.538746 -3.044187 -4.117027  0.1191
H 2.620693 -5.237858 -2.706316  0.1213
H 3.371794 -4.283963 -1.507320  0.0918
H 4.306046 -4.321207 -4.401618  0.1100
H 5.314761 -4.992760 -3.070107  0.1143
H 3.389050 -1.033797 -3.343397  0.0917
H 3.648809 -1.575091 -1.681863  0.0760
C -2.728584 5.280747 1.737711  -0.2203
C -3.523700 4.160829 1.022846  -0.2229
C -4.192139 3.238850 2.034342  -0.2127
S -4.036079 4.039780 3.675037  0.6781
O -2.981584 3.349658 4.378014  -0.3243
O -5.312466 4.212190 4.315891  -0.3278
C -3.498459 5.653079 2.971074  -0.2108
H -2.444255 6.096057 1.072483  0.1141
H -1.751344 4.846827 1.986911  0.1047
H -2.909875 3.631744 0.292195  0.0702
H -4.225272 4.606704 0.307733  0.1190
H -3.717899 2.263989 2.115156  0.0786
H -5.259466 3.069738 1.908278  0.0875
H -3.089250 6.119653 3.865939  0.1036
H -4.439955 6.117596 2.673566  0.1097

Cartesian forces (eV/Å) of the 2 atoms listed first:
C -1.19 0.79 -0.33
C 0.38 -0.67 0.78